(1)
90
Properties=species:S:1:pos:R:3:lowdin_charge:R:1 method="wB97M-V/def2-TZVPD" lumo_ev=0.37 multiplicity=1 e_tot_ev=-41174.9164 gap_ev=10.28 e_above_lowest_kcal_mol=61.0 e_homo_ev=-9.911
C 1.1003 -0.9054 4.9032 -0.07
C 2.0725 -1.6080 3.9505 -0.48
C 3.1703 -0.6664 3.4504 -0.05
O 2.6365 -2.7882 4.5717 -0.07
H 1.5560 -0.1580 5.5669 0.07
H 0.3671 -1.4694 5.4694 0.07
H 0.4910 -0.2237 4.2541 0.08
H 1.4528 -1.9584 3.0941 0.11
H 3.9086 -1.1953 2.8813 0.06
H 3.6248 -0.1275 4.3154 0.10
H 2.7526 0.0228 2.7363 0.06
H 3.3132 -2.5876 5.2387 0.09
C 2.1824 4.9977 0.2873 -0.07
C 1.2608 4.7789 1.4388 -0.47
C -0.0595 4.1272 1.0349 -0.06
O 2.0237 3.8724 2.3037 -0.08
H 1.8163 5.5880 -0.5413 0.08
H 2.4390 4.0180 -0.0708 0.08
H 3.1233 5.5440 0.4830 0.09
H 1.0768 5.6862 2.0471 0.14
H -0.7515 4.8563 0.6094 0.08
H -0.5859 3.5772 1.8693 0.09
H 0.1499 3.3348 0.3105 0.05
H 1.5003 3.7330 3.1034 0.08
C -2.6911 2.6451 -4.0339 -0.06
C -2.1273 3.9935 -3.5042 -0.46
C -0.8040 3.6914 -2.8013 -0.06
O -1.8713 4.9681 -4.5318 -0.05
H -1.9611 2.1195 -4.6590 0.07
H -3.6129 2.8493 -4.6245 0.08
H -2.9518 2.0178 -3.1500 0.08
H -2.8593 4.4651 -2.7784 0.15
H -0.8749 2.9117 -2.0836 0.03
H -0.4184 4.5618 -2.2746 0.07
H -0.0527 3.3991 -3.5031 0.07
H -2.7053 5.2104 -4.8926 0.06
C -3.7528 3.5411 1.1099 -0.09
C -3.3116 2.1369 0.8876 -0.33
O -2.4168 2.0805 -0.2434 -0.12
H -4.3829 3.6622 1.9887 0.08
H -4.2267 3.9170 0.2032 0.08
H -2.8297 4.1193 1.2018 0.05
H -4.1648 1.4910 0.6601 0.11
H -2.8841 1.7491 1.8330 0.11
H -2.1621 1.1315 -0.4078 0.07
C 0.6992 0.3341 -0.6734 -0.04
C 0.1736 -0.4446 0.5531 -0.25
O -1.2432 -0.5025 0.3092 -0.11
H 1.7841 0.3967 -0.6309 0.07
H 0.2698 1.3516 -0.6343 0.06
H 0.4664 -0.0467 -1.6504 0.03
H 0.4431 0.0865 1.4562 0.10
H 0.5864 -1.4510 0.6816 0.08
H -1.6737 -0.9739 1.0189 0.04
C 3.8369 -2.1747 -0.1271 -0.09
C 3.8526 -2.5355 -1.5902 -0.33
O 5.0589 -2.0775 -2.2230 -0.08
H 2.9380 -2.5397 0.4570 0.07
H 3.8337 -1.1052 -0.0724 0.06
H 4.6756 -2.6185 0.4211 0.08
H 2.9336 -2.1168 -2.0162 0.10
H 3.8206 -3.5948 -1.6853 0.09
H 5.0503 -2.5077 -3.1091 0.10
C -0.4254 -0.5726 -3.9580 -0.09
C -1.6286 -1.2217 -3.1482 -0.25
O -1.6696 -2.5985 -3.6111 -0.10
H -0.5774 -0.7901 -5.0115 0.07
H 0.4701 -1.1448 -3.7555 0.05
H -0.2746 0.5242 -3.8357 0.06
H -2.4935 -0.7399 -3.5643 0.09
H -1.5739 -1.0667 -2.0456 0.09
H -0.8926 -2.9986 -3.2140 0.03
C 0.9909 -4.0866 -0.6667 -0.09
C -0.3068 -4.7533 -1.0514 -0.31
O -0.3041 -4.9171 -2.4808 -0.08
H 0.8867 -3.0223 -0.8685 0.06
H 1.8548 -4.5454 -1.1891 0.09
H 1.1416 -4.1661 0.4316 0.08
H -1.2327 -4.2650 -0.7118 0.11
H -0.3920 -5.7436 -0.5873 0.11
H -1.1639 -5.2128 -2.7424 0.08
C -2.1737 -4.5629 2.7957 -0.07
C -1.3694 -3.3285 2.5334 -0.29
O -2.1613 -2.1055 2.6039 -0.10
H -2.8777 -4.6321 1.9300 0.10
H -2.7072 -4.3795 3.7184 0.08
H -1.5830 -5.4478 2.9636 0.08
H -0.9052 -3.4520 1.5601 0.08
H -0.5894 -3.0919 3.2588 0.11
H -3.1079 -2.2688 2.4578 0.10

---

(2)
124
Properties=species:S:1:pos:R:3:lowdin_charge:R:1 method="wB97M-V/def2-TZVPD" charge=+1 lumo_ev=-4.13 multiplicity=1 e_tot_ev=-107205.6733 gap_ev=6.29 e_homo_ev=-10.413
C 2.0427 1.0752 -0.4066 -0.13
C 1.2419 2.4964 -0.2768 -0.22
C -0.3818 2.3893 -0.6596 -0.15
C -1.3387 2.0984 0.6201 -0.25
C -0.5475 1.4583 1.9446 -0.06
C -2.6567 1.1822 0.3847 0.02
C -3.0070 -0.1462 -0.4963 0.11
B -1.9435 -0.9362 -1.4658 -0.42
O -2.4527 -1.6987 -2.6614 0.00
O -0.4813 -0.9604 -1.2698 -0.09
C 0.0633 -0.9009 -2.6657 -0.08
N -4.4365 -0.5707 -0.2666 0.00
C -5.2977 -1.6852 -0.7986 -0.24
C -6.0853 -1.0780 -2.1311 -0.03
F -4.6120 -2.9727 -1.0417 -0.04
C -5.0794 0.3807 0.7147 -0.44
S -6.7880 0.4679 1.4788 0.73
N -3.9838 1.3817 1.0799 -0.22
P -4.5637 2.5558 2.2892 0.90
N -5.5062 3.7716 1.3181 -0.18
O -3.2305 3.3509 3.1279 -0.34
H 2.3700 0.9410 -1.5381 0.05
H 1.4895 0.1471 0.0425 0.06
H 3.0688 1.1623 0.1969 0.09
H 1.4147 3.0547 0.7545 0.11
H 1.6988 3.2137 -1.1145 0.11
H -0.6578 3.4835 -1.0518 0.09
H -0.5023 1.6850 -1.5813 0.10
H -1.7235 3.1624 1.0036 0.12
H -1.4320 1.0927 2.6582 0.09
H 0.0968 0.5164 1.6874 0.08
H 0.0780 2.3317 2.4673 0.11
H -2.1224 -2.6543 -2.5353 0.14
H 1.2031 -0.5444 -2.6655 0.11
H 0.0897 -1.9757 -3.1700 0.12
H -0.5069 -0.0986 -3.3164 0.11
H -6.1689 -1.9205 -0.0166 0.14
H -7.2046 -0.8191 -1.8128 0.10
H -6.1489 -1.8593 -3.0151 0.11
H -5.6152 -0.0486 -2.4685 0.10
H -6.5665 0.1725 2.8504 -0.06
H -6.0654 3.1508 0.6588 0.02
H -4.8642 4.3118 0.6832 0.05
H -3.5741 4.1462 3.6527 0.09
C 0.6367 -5.0903 0.3242 -0.73
O 0.4981 -6.1618 0.8929 0.02
N 1.3552 -4.9536 -0.8047 0.16
N 0.0833 -3.9504 0.7759 0.15
H 1.4808 -4.0798 -1.2872 0.10
H 1.7889 -5.7876 -1.1784 0.11
H -0.4659 -4.0093 1.6234 0.11
H 0.1860 -3.0587 0.3217 0.08
C 5.0731 0.3932 -2.5406 -0.72
O 4.0761 -0.2632 -2.7970 0.00
N 6.2913 -0.1596 -2.3987 0.18
N 5.0427 1.7281 -2.3768 0.15
H 7.1238 0.3644 -2.1876 0.07
H 6.3582 -1.1624 -2.5141 0.07
H 4.1450 2.1838 -2.4752 0.10
H 5.8528 2.2857 -2.1654 0.10
C 7.2059 -3.2549 -0.5534 -0.68
O 6.9946 -2.6556 -1.5960 0.01
N 8.0475 -2.7972 0.3909 0.16
N 6.6160 -4.4267 -0.2558 0.16
H 8.2344 -3.2764 1.2555 0.10
H 8.5125 -1.9180 0.2063 0.11
H 5.9749 -4.8064 -0.9400 0.07
H 6.7772 -4.9349 0.5972 0.10
C -6.8633 -5.0391 2.8112 -0.68
O -7.0019 -6.1106 3.3798 0.03
N -6.1448 -4.9024 1.6823 0.17
N -7.4167 -3.8992 3.2629 0.16
H -6.0192 -4.0286 1.1998 0.07
H -5.7111 -5.7364 1.3085 0.12
H -7.9659 -3.9581 4.1104 0.12
H -7.3140 -3.0075 2.8086 0.08
C -1.2168 6.1929 -0.0670 -0.69
O -1.8091 5.1429 0.1263 -0.03
N -0.6581 6.5058 -1.2500 0.18
N -1.0698 7.1310 0.8859 0.17
H -0.1664 7.3652 -1.4282 0.11
H -0.7458 5.8267 -1.9946 0.08
H -1.4758 6.9351 1.7916 0.11
H -0.5856 8.0016 0.7458 0.05
C 0.5832 10.8358 1.1616 -0.69
O -0.0091 9.7858 1.3549 0.01
N 1.1419 11.1486 -0.0214 0.16
N 0.7302 11.7739 2.1145 0.16
H 1.6336 12.0080 -0.1996 0.11
H 1.0542 10.4695 -0.7661 0.11
H 0.3242 11.5780 3.0201 0.12
H 1.2144 12.6445 1.9744 0.10
C 8.2339 1.7354 0.3235 -0.71
O 8.7058 1.2492 -0.6921 0.02
N 6.9216 1.6807 0.6144 0.16
N 8.9840 2.3695 1.2427 0.15
H 6.5145 2.0753 1.4454 0.10
H 6.3215 1.2120 -0.0516 0.08
H 9.9774 2.4329 1.0623 0.12
H 8.6138 2.7762 2.0850 0.10
C 4.9292 -7.7987 -1.2037 -0.70
O 5.3898 -6.7128 -1.5188 0.02
N 5.2760 -8.4346 -0.0702 0.16
N 4.0336 -8.4565 -1.9619 0.16
H 4.9077 -9.3291 0.2062 0.10
H 5.9479 -7.9737 0.5293 0.11
H 3.7455 -8.0124 -2.8240 0.11
H 3.6430 -9.3512 -1.7193 0.10
C -4.1699 -7.9007 4.9739 -0.73
O -3.9433 -6.7672 5.3668 0.01
N -3.3260 -8.9265 5.1864 0.14
N -5.2839 -8.2254 4.2933 0.15
H -3.4952 -9.8666 4.8706 0.09
H -2.4751 -8.7251 5.6951 0.11
H -5.9459 -7.4822 4.1121 0.05
H -5.4882 -9.1529 3.9617 0.10
C -2.4768 5.0173 -4.2089 -0.72
O -2.5026 6.1202 -3.6857 0.02
N -2.5090 4.8440 -5.5425 0.16
N -2.4140 3.8767 -3.4985 0.16
H -2.4887 3.9440 -5.9917 0.10
H -2.5564 5.6772 -6.1142 0.12
H -2.3880 3.9626 -2.4909 0.08
H -2.3919 2.9595 -3.9111 0.10

---

(3)
98
Properties=species:S:1:pos:R:3:lowdin_charge:R:1 method="wB97M-V/def2-TZVPD" lumo_ev=0.26 multiplicity=1 e_tot_ev=-47194.2006 gap_ev=9.20 e_above_lowest_kcal_mol=119.2 e_homo_ev=-8.937
C -9.1571 -2.8046 -0.1276 -0.19
O -9.4296 -3.3438 -1.3955 -0.10
H -9.8169 -2.0679 0.3307 0.08
H -8.8911 -3.5008 0.6679 0.08
H -8.2955 -2.1418 -0.2075 0.07
H -8.8831 -4.1193 -1.5425 0.08
C 3.9957 -0.0335 -3.9492 -0.14
O 5.1926 -0.6354 -3.3388 -0.13
H 3.8726 1.0228 -3.7101 0.07
H 4.0220 0.0198 -5.0375 0.07
H 3.0243 -0.4244 -3.6464 0.07
H 5.1980 -1.5944 -3.3838 0.06
C -9.3979 -1.9589 -6.9245 -0.17
O -10.1753 -1.1421 -6.0683 -0.12
H -9.5008 -1.6545 -7.9660 0.08
H -8.3742 -2.0313 -6.5571 0.07
H -9.7100 -3.0014 -6.8623 0.07
H -10.1221 -1.4262 -5.1529 0.07
C -6.4846 -8.1499 -1.6878 -0.23
O -6.1025 -7.1863 -2.5439 -0.10
H -6.7511 -7.7054 -0.7289 0.09
H -7.3146 -8.7428 -2.0722 0.08
H -5.6688 -8.8726 -1.7032 0.08
H -6.0461 -7.6087 -3.4041 0.09
C 6.5329 2.2532 1.0165 -0.15
O 7.3084 1.9459 -0.1368 -0.14
H 7.0352 1.8893 1.9129 0.07
H 6.4099 3.3362 1.0063 0.08
H 5.6001 1.7113 0.8608 0.08
H 6.8706 1.3657 -0.7640 0.06
C -1.8527 6.7284 6.9679 -0.07
C -1.1286 5.7999 5.9955 -0.44
C 0.4145 5.6198 6.1275 -0.20
O 1.0129 6.7836 5.5974 -0.18
C 2.0580 6.3760 4.7199 -0.11
N -1.7656 4.5143 6.0934 0.01
H -1.5647 6.4278 7.9753 0.08
H -2.9343 6.7748 6.8408 0.08
H -1.4607 7.7445 6.9251 0.07
H -1.3405 6.1452 4.9836 0.13
H 0.6866 4.8139 5.4459 0.11
H 0.6122 5.4298 7.1825 0.13
H 1.6167 6.1793 3.7428 0.09
H 2.6289 5.5437 5.1316 0.08
H 2.7859 7.1873 4.7126 0.09
H -2.6921 4.5319 6.4951 0.06
H -1.3038 3.8282 6.6731 0.07
C 1.5509 -9.6891 5.8264 -0.06
C 0.1817 -10.2403 5.2826 -0.41
C -0.1709 -9.4396 3.9415 -0.22
O -0.2625 -8.1326 4.3818 -0.21
C -0.7533 -7.2064 3.3892 -0.08
N 0.2481 -11.6520 5.0832 0.01
H 2.2409 -9.5592 4.9927 0.07
H 1.9913 -10.3267 6.5930 0.07
H 1.3874 -8.7022 6.2593 0.07
H -0.4950 -10.1321 6.1302 0.13
H -1.1569 -9.7061 3.5610 0.11
H 0.5267 -9.5810 3.1161 0.12
H -1.0236 -6.2875 3.9094 0.08
H -1.7759 -7.5068 3.1608 0.08
H -0.1582 -7.0205 2.4951 0.09
H 1.0263 -11.9621 4.5189 0.07
H -0.5053 -11.8394 4.4371 0.06
C 5.6051 6.5843 -4.0090 -0.06
C 6.9350 6.5077 -4.7600 -0.49
C 7.2661 7.6532 -5.6231 -0.18
O 6.3342 7.4651 -6.7052 -0.20
C 6.4496 8.5349 -7.6135 -0.12
N 7.9477 6.1209 -3.8403 0.02
H 5.4474 5.7731 -3.2982 0.07
H 4.7430 6.5727 -4.6759 0.08
H 5.5793 7.4899 -3.4029 0.08
H 6.7220 5.5777 -5.2871 0.13
H 8.2568 7.6577 -6.0775 0.13
H 7.0989 8.6148 -5.1379 0.13
H 5.9249 8.1636 -8.4939 0.09
H 7.4874 8.8129 -7.7971 0.08
H 5.9301 9.4248 -7.2581 0.08
H 8.7676 5.7797 -4.3214 0.07
H 7.6793 5.2911 -3.3308 0.07
C -2.4979 -0.2873 -2.3891 -0.07
C -1.9494 -0.7522 -1.0677 -0.45
C -1.6384 0.4109 -0.1366 -0.23
O -0.6219 1.0969 -0.7652 -0.18
C -0.0711 2.2090 -0.1121 -0.10
N -2.9941 -1.6642 -0.5614 0.01
H -2.9047 0.7216 -2.3192 0.08
H -3.1129 -0.9824 -2.9606 0.08
H -1.5226 -0.1566 -2.8579 0.07
H -1.1148 -1.4321 -1.2390 0.13
H -1.2659 -0.0387 0.7839 0.12
H -2.5415 0.9355 0.1752 0.14
H 0.3617 2.8679 -0.8649 0.09
H 0.6400 1.9688 0.6783 0.08
H -0.8191 2.7772 0.4409 0.08
H -2.5958 -1.9980 0.3047 0.05
H -3.0912 -2.5430 -1.0496 0.07

---

(4)
96
Properties=species:S:1:pos:R:3:lowdin_charge:R:1 method="wB97M-V/def2-TZVPD" lumo_ev=-0.07 multiplicity=1 e_tot_ev=-45314.1614 gap_ev=8.46 e_above_lowest_kcal_mol=534.7 e_homo_ev=-8.524
C 0.3210 1.4282 -2.6871 -0.09
C 1.5289 0.5872 -2.4899 -0.35
C 2.7969 1.2069 -3.1458 -0.02
O 1.7876 0.3974 -1.1210 -0.12
H -0.0981 1.5289 -3.6883 0.11
H 0.4991 2.3902 -2.2065 0.11
H -0.4953 0.9254 -2.1684 0.01
H 1.2738 -0.4099 -2.8487 0.13
H 3.0079 2.1396 -2.6227 0.10
H 2.7325 1.3904 -4.2183 0.09
H 3.6723 0.5830 -2.9653 0.10
H 0.9244 0.2912 -0.7145 -0.04
C 1.1413 -2.0092 -0.2385 -0.05
C 2.1542 -3.1082 -0.1683 -0.46
C 3.5396 -2.7251 0.3018 -0.03
O 1.6162 -4.1427 0.6226 -0.04
H 0.1407 -2.3841 -0.4538 0.05
H 1.3821 -1.3547 -1.0762 0.11
H 1.0889 -1.4300 0.6834 0.03
H 2.3023 -3.6093 -1.1250 0.14
H 3.8800 -1.9749 -0.4119 0.09
H 4.1558 -3.6239 0.3256 0.08
H 3.5544 -2.3645 1.3303 0.07
H 2.1288 -4.9346 0.4445 0.09
C 5.2284 0.8245 0.7272 -0.02
C 3.7035 0.8601 0.2629 -0.39
C 2.8143 1.9216 1.0054 -0.02
O 3.6750 1.0369 -1.1352 -0.14
H 5.5991 1.8299 0.5277 0.07
H 5.8590 0.1054 0.2043 0.07
H 5.3840 0.7474 1.8032 0.06
H 3.2226 -0.0651 0.5806 0.08
H 2.7463 1.7447 2.0788 0.05
H 1.7788 1.9482 0.6661 0.07
H 3.1873 2.9305 0.8290 0.10
H 2.7963 0.7215 -1.3588 -0.20
C -1.3108 -0.5834 -3.0956 -0.04
C -2.4883 -1.3976 -3.7463 -0.45
C -3.8022 -1.0470 -3.0731 -0.06
O -2.6633 -1.0467 -5.0893 -0.03
H -0.4398 -0.9300 -3.6518 0.10
H -1.1406 -0.8303 -2.0477 0.06
H -1.4674 0.4784 -3.2857 0.08
H -2.3226 -2.4669 -3.6146 0.14
H -4.1042 0.0002 -3.0894 0.09
H -3.7433 -1.3497 -2.0276 0.05
H -4.5160 -1.6556 -3.6283 0.09
H -2.7488 -0.0935 -5.1653 0.09
C -3.1636 1.2620 1.9635 -0.03
C -4.0819 0.1930 1.3065 -0.39
C -4.2266 0.3872 -0.1948 -0.06
O -3.6583 -1.1210 1.5140 -0.01
H -2.1988 1.1798 1.4631 0.02
H -3.1815 1.0549 3.0335 0.11
H -3.5501 2.2797 1.9085 0.12
H -5.0696 0.3285 1.7474 0.15
H -4.5586 1.3833 -0.4876 0.10
H -5.0617 -0.2193 -0.5451 0.09
H -3.3119 0.2043 -0.7587 0.05
H -4.4378 -1.5983 1.8076 0.16
C 2.1145 -0.5811 2.6653 -0.13
O 2.4867 -1.7422 3.4374 -0.09
H 1.2448 -0.2179 3.2128 0.08
H 2.9018 0.1723 2.6910 0.09
H 1.8853 -0.8819 1.6429 0.04
H 1.9234 -2.4721 3.1700 0.07
C -1.4855 2.3104 -0.3518 -0.15
O -1.9009 3.6602 -0.1184 -0.07
H -2.3247 1.6282 -0.4873 0.07
H -0.8630 2.0896 -1.2189 0.06
H -1.0533 1.9249 0.5717 0.02
H -2.3375 3.9385 -0.9268 0.08
C -1.7039 -2.2629 0.0347 -0.05
O -1.9615 -0.8752 0.2760 -0.18
H -0.8535 -2.6052 0.6244 0.09
H -2.5797 -2.8662 0.2738 0.11
H -1.3988 -2.5081 -0.9826 0.10
H -2.6971 -0.6922 0.8650 -0.07
C 0.1740 0.1414 0.7132 -0.19
O -0.3374 0.0673 -0.5894 -0.22
H 0.2532 -0.8149 1.2301 0.06
H 1.1813 0.5569 0.6834 0.08
H -0.4338 0.7837 1.3505 0.04
H -1.1372 -0.4603 -0.6488 -0.03
C -1.1331 -0.2989 3.1808 -0.19
O -0.5102 0.5687 4.0722 -0.09
H -0.4655 -1.0982 2.8591 0.09
H -2.0036 -0.8089 3.5934 0.10
H -1.4529 0.2172 2.2756 0.01
H 0.0341 1.1531 3.5394 -0.19
C -0.2556 2.5160 2.5320 -0.02
O 0.7098 1.4648 2.6634 -0.21
H -1.1828 2.1166 2.1211 0.05
H -0.3179 3.1184 3.4383 0.13
H 0.1822 3.1412 1.7538 0.12
H 1.5163 1.8020 3.0602 0.12